1.
{
  "formula": "C27H20EuN6O4S3",
  "method": "ωB97M-V/def2-TZVPD",
  "homo_lumo_gap_ha": [0.1485, 0.2035],
  "multiplicity": 8,
  "lumo_energy_ha": [0.145, 0.145],
  "charge": -2,
  "homo_energy_ev": [-0.095, -1.593],
  "elements": ["Eu", "O", "C", "O", "C", "C", "C", "C", "C", "C", "S", "H", "H", "H", "H", "O", "C", "C", "C", "C", "C", "C", "C", "O", "N", "N", "C", "S", "C", "C", "S", "H", "H", "H", "H", "H", "H", "H", "H", "H", "N", "C", "C", "C", "N", "C", "N", "N", "C", "C", "C", "C", "C", "C", "H", "H", "H", "H", "H", "H", "H"],
  "coordinates": [[-0.349, 0.699, 0.530], [-0.473, 1.888, 2.514], [-1.590, 1.325, 2.429], [-2.259, 1.381, 1.356], [-2.084, 0.391, 3.490], [-2.772, 0.839, 4.600], [-3.270, -0.067, 5.521], [-3.072, -1.422, 5.315], [-2.389, -1.878, 4.208], [-1.876, -0.985, 3.263], [-1.005, -1.600, 1.885], [-2.916, 1.902, 4.729], [-3.804, 0.280, 6.391], [-3.470, -2.135, 6.022], [-2.250, -2.937, 4.051], [5.446, 0.108, -0.419], [5.245, 0.192, 0.907], [6.364, 0.121, 1.739], [6.237, 0.207, 3.110], [4.986, 0.377, 3.686], [3.873, 0.445, 2.876], [3.976, 0.341, 1.488], [2.709, 0.365, 0.721], [1.621, 0.451, 1.355], [2.798, 0.272, -0.598], [1.591, 0.279, -1.285], [1.806, 0.243, -2.546], [0.581, 0.177, -3.791], [1.710, 0.735, -5.118], [3.034, 0.050, -4.890], [3.481, 0.247, -3.125], [4.571, 0.153, -0.862], [7.329, -0.012, 1.274], [7.115, 0.138, 3.738], [4.883, 0.444, 4.760], [2.888, 0.578, 3.298], [1.791, 1.821, -5.049], [1.250, 0.462, -6.066], [3.839, 0.500, -5.467], [2.983, -1.019, -5.103], [-0.899, 2.084, -1.288], [-1.283, 2.514, -2.306], [-1.670, 2.986, -3.520], [-3.002, 2.964, -3.929], [-4.095, 2.940, -4.293], [-0.689, 3.427, -4.404], [0.137, 3.769, -5.134], [-1.151, -1.114, -1.347], [-2.498, -1.569, -1.189], [-3.453, -0.673, -0.719], [-4.759, -1.092, -0.543], [-5.122, -2.389, -0.869], [-4.174, -3.275, -1.348], [-2.861, -2.869, -1.508], [-0.532, -1.917, -1.472], [-1.089, -0.539, -2.190], [-3.165, 0.343, -0.473], [-5.496, -0.402, -0.161], [-6.148, -2.707, -0.753], [-4.459, -4.282, -1.612], [-2.118, -3.560, -1.881]],
  "forces_ev_per_a": [[0.90, -1.51, -3.15], [-0.10, 0.55, 1.40], [-0.93, 0.64, 1.02], [-2.28, 0.80, 1.04], [-0.01, -0.16, -0.12], [0.11, -0.02, -0.10], [-0.08, 0.09, 0.21], [-0.14, -0.05, 0.14], [-0.09, 0.16, 0.11], [0.12, -0.17, -0.04], [-0.22, -0.92, 0.45], [-0.03, 0.12, 0.07], [-0.12, 0.07, 0.17], [-0.06, -0.13, 0.17], [0.06, -0.13, -0.07], [0.46, -0.05, 0.05], [-0.11, 0.02, 0.21], [0.08, -0.02, -0.17], [-0.03, 0.00, -0.02], [0.10, 0.01, 0.16], [0.00, -0.01, -0.09], [0.17, -0.01, 0.10], [-1.20, -0.01, -0.09], [3.23, -0.17, 0.86], [0.81, -0.05, -0.18], [0.47, 0.00, -0.49], [0.35, 0.03, 0.63], [0.14, 0.04, -0.38], [-0.27, 0.07, 0.34], [0.20, -0.13, 0.51], [-0.05, 0.00, -0.58], [-0.46, 0.00, 0.08], [0.13, 0.00, -0.06], [0.11, 0.00, 0.02], [-0.02, 0.02, 0.07], [-0.11, -0.04, -0.08], [-0.01, -0.07, -0.09], [-0.04, 0.01, -0.04], [0.00, 0.04, -0.12], [-0.05, 0.04, -0.13], [-0.92, 1.54, -2.46], [0.91, -1.10, 2.61], [-0.30, 0.49, -0.88], [-0.32, -0.02, -0.07], [-0.55, 0.03, -0.18], [0.30, 0.06, -0.30], [0.34, 0.19, -0.34], [-0.21, -0.44, -0.52], [0.10, 0.17, -0.17], [0.07, 0.09, -0.05], [0.07, 0.00, -0.19], [-0.19, -0.07, 0.06], [-0.05, -0.03, -0.01], [-0.04, 0.09, 0.12], [-0.09, 0.37, 0.05], [-0.01, -0.11, 0.38], [-0.02, -0.13, 0.07], [-0.04, 0.09, 0.04], [-0.11, -0.06, 0.05], [-0.04, -0.16, 0.00], [0.11, -0.05, -0.03]]
}

---

2.
{
  "formula": "C27H20F2O",
  "method": "ωB97M-V/def2-TZVPD",
  "homo_lumo_gap_ha": 0.1274,
  "lumo_energy_ha": -0.108,
  "homo_energy_ev": -6.418,
  "elements": ["F", "C", "C", "C", "C", "C", "C", "C", "C", "C", "C", "C", "F", "C", "C", "H", "H", "H", "H", "H", "H", "H", "H", "H", "C", "C", "C", "C", "C", "C", "C", "C", "C", "C", "C", "C", "O", "C", "C", "H", "H", "H", "H", "H", "H", "H", "H", "H", "H", "H"],
  "coordinates": [[-3.502, 5.049, 0.846], [-3.250, 3.698, 0.782], [-4.339, 2.829, 0.712], [-4.058, 1.456, 0.622], [-2.753, 0.995, 0.568], [-1.634, 1.886, 0.636], [-0.332, 1.310, 0.586], [0.941, 1.956, 0.597], [2.090, 1.137, 0.833], [3.373, 1.656, 0.814], [3.593, 3.035, 0.663], [2.468, 3.842, 0.502], [2.650, 5.207, 0.472], [1.177, 3.351, 0.381], [-1.927, 3.279, 0.800], [-5.359, 3.211, 0.737], [-4.884, 0.744, 0.588], [-2.553, -0.079, 0.491], [-0.298, 0.215, 0.614], [1.933, 0.072, 1.035], [4.229, 0.990, 0.920], [4.594, 3.464, 0.675], [0.372, 4.030, 0.118], [-1.143, 4.008, 0.970], [-3.999, -3.211, 0.793], [-2.904, -3.030, 1.647], [-1.696, -2.571, 1.145], [-1.538, -2.248, -0.235], [-0.309, -1.709, -0.705], [0.947, -2.048, -0.096], [2.218, -1.868, -0.889], [3.436, -1.766, -0.186], [4.642, -1.628, -0.874], [4.651, -1.608, -2.277], [3.444, -1.730, -2.980], [2.238, -1.887, -2.289], [1.070, -2.481, 1.079], [-2.668, -2.434, -1.092], [-3.873, -2.900, -0.572], [-4.943, -3.588, 1.196], [-2.978, -3.244, 2.712], [-0.826, -2.462, 1.787], [-0.306, -1.144, -1.637], [3.429, -1.785, 0.909], [5.574, -1.535, -0.308], [5.594, -1.499, -2.814], [3.433, -1.701, -4.070], [1.289, -2.025, -2.815], [-2.569, -2.221, -2.162], [-4.741, -3.018, -1.225]],
  "forces_ev_per_a": [[0.22, -1.12, 0.08], [0.20, 0.60, 0.07], [0.46, -0.42, -0.06], [-0.23, 0.38, -0.05], [0.55, -0.03, 0.08], [-1.11, 0.33, -0.06], [0.01, -0.34, 0.52], [1.13, 0.39, -0.29], [-0.61, -0.05, -0.08], [0.25, 0.39, 0.01], [-0.57, -0.43, 0.05], [-0.08, 0.64, 0.05], [-0.16, -1.12, -0.24], [0.23, -0.43, 0.20], [-0.30, -0.41, -0.17], [0.34, -0.07, -0.01], [0.27, 0.19, -0.01], [-0.14, 0.42, 0.01], [-0.02, 0.32, 0.20], [0.08, 0.44, -0.14], [-0.28, 0.16, 0.04], [-0.31, -0.06, 0.02], [0.45, -0.10, 0.02], [-0.46, -0.11, -0.04], [0.08, 0.18, -0.05], [-0.07, -0.02, -0.39], [-0.04, -0.07, -0.23], [-1.13, -0.14, 0.55], [0.77, 0.15, -0.46], [0.13, 0.01, 0.72], [0.35, -0.11, -0.02], [0.00, 0.12, -0.23], [-0.22, -0.04, -0.18], [-0.38, 0.02, 0.17], [0.08, -0.02, 0.25], [0.13, 0.27, 0.24], [0.10, 0.44, -0.93], [0.28, 0.22, 0.50], [0.01, -0.02, 0.22], [0.27, 0.15, -0.21], [-0.09, -0.03, -0.23], [-0.36, 0.02, -0.12], [0.05, -0.52, -0.01], [-0.12, -0.07, -0.46], [-0.29, -0.06, -0.27], [-0.28, -0.02, 0.11], [0.08, -0.09, 0.26], [0.44, 0.08, 0.03], [-0.06, -0.02, 0.39], [0.31, -0.03, 0.14]]
}

---

no.,DFT total energy (Eh)
1,-3575.44033
2,-1315.72669